# 1
Formula: C19H23FN2O4S
Source: OMol25
Level of theory: ωB97M-V/def2-TZVPD

```
50
C19H23FN2O4S ωB97M-V/def2-TZVPD
S 3.035 1.592 -0.736
F 3.253 -0.577 2.269
O -3.107 3.376 0.686
O 1.834 1.129 -1.374
O 0.215 2.353 0.615
O 3.850 2.527 -1.458
N -2.406 1.507 -0.364
N -2.636 -1.306 -0.226
C 1.426 -3.135 0.489
C 1.912 -2.365 1.531
C -0.328 4.471 0.194
C 1.342 3.089 0.684
C -1.334 -0.667 -0.289
C 4.083 0.119 -0.332
C -3.707 0.882 -0.274
C 2.778 -1.329 1.243
C -2.575 -2.653 0.313
C -1.452 0.660 -1.037
C 2.599 2.359 0.895
C -0.800 3.190 0.305
C 2.679 -1.813 -1.079
C -2.147 -3.652 -0.757
C 1.809 -2.854 -0.813
C 1.064 4.402 0.417
C -3.573 -0.446 0.474
C 3.192 -1.028 -0.050
C -2.197 2.701 0.228
H -4.547 -0.938 0.506
H 2.478 1.547 1.604
H -0.910 5.340 -0.031
H 1.432 -3.454 -1.627
H -3.576 -2.924 0.659
H -4.088 0.694 -1.282
H -4.377 1.561 0.254
H -0.923 -0.480 0.721
H 3.424 3.011 1.156
H 2.969 -1.593 -2.094
H -0.472 1.124 -1.125
H -0.637 -1.312 -0.824
H 4.699 0.413 0.513
H -2.173 -4.662 -0.354
H -1.836 0.457 -2.043
H -1.142 -3.443 -1.109
H 4.695 -0.032 -1.217
H -3.249 -0.242 1.511
H -1.893 -2.712 1.179
H 0.750 -3.949 0.696
H 1.764 5.211 0.396
H -2.827 -3.594 -1.602
H 1.632 -2.555 2.555
```

## Properties
Highest occupied orbital energy   -8.616 eV
Net charge   0
E_tot   -44798.6314 eV
SMILES   CCN1CCN(C(=O)c2ccc(CS(=O)(=O)Cc3ccccc3F)o2)CC1
Energy relative to the best compared isomer or geometry (same formula, charge and spin)   0.0 kJ/mol
F_max   1.093 eV/Å



# 2
Formula: C19H23FN4OS
Source: OMol25
Level of theory: ωB97M-V/def2-TZVPD

```
49
C19H23FN4OS ωB97M-V/def2-TZVPD
S -2.443 2.239 0.712
F 4.249 -0.918 -2.086
O -6.208 -2.131 0.416
N 3.350 0.589 0.075
N -4.282 0.851 -0.486
N -0.731 0.356 -0.957
N -2.074 0.377 -1.173
C -6.286 -2.699 1.694
C 5.161 -0.381 1.377
C 4.893 -1.023 -0.907
C 6.255 -1.221 1.476
C 4.662 2.684 0.521
C -3.033 1.038 -0.440
C 6.664 -1.967 0.383
C 3.394 1.957 0.241
C -4.891 -0.132 -1.340
C 2.074 0.201 -0.217
C 5.981 -1.871 -0.816
C -6.380 -0.215 -1.006
C 1.700 -1.221 -0.406
C -6.587 -0.769 0.398
C 1.278 1.334 -0.227
C 4.459 -0.268 0.181
C -0.140 1.388 -0.478
C -0.890 2.653 -0.173
C 2.133 2.438 0.057
H -2.387 -0.477 -1.620
H 4.941 2.612 1.573
H -6.877 -0.865 -1.725
H 5.480 2.280 -0.074
H -7.642 -0.673 0.696
H -5.979 -3.738 1.596
H -1.166 3.176 -1.092
H -6.813 0.784 -1.057
H 1.809 -1.511 -1.451
H 1.854 3.472 0.096
H 2.325 -1.874 0.203
H 0.655 -1.350 -0.138
H 7.517 -2.624 0.461
H -4.447 -1.128 -1.196
H 6.281 -2.435 -1.685
H -7.311 -2.657 2.087
H -5.971 -0.194 1.105
H 4.535 3.735 0.276
H -0.341 3.319 0.484
H 6.787 -1.297 2.411
H -4.765 0.148 -2.395
H 4.829 0.190 2.230
H -5.622 -2.185 2.400
```

## Properties
Highest occupied orbital energy   -7.523 eV
Net charge   0
E_tot   -41635.7054 eV
SMILES   COCCC/N=C1\NN=C(c2cc(C)n(-c3ccccc3F)c2C)CS1
Energy relative to the best compared isomer or geometry (same formula, charge and spin)   0.0 kJ/mol
F_max   0.833 eV/Å



# 3
Formula: C19H23MoN5O2Se
Source: OMol25
Level of theory: ωB97M-V/def2-TZVPD

```
51
C19H23MoN5O2Se ωB97M-V/def2-TZVPD
Mo -0.693 -1.023 -2.307
Se 1.233 1.014 1.388
O -2.546 -0.033 0.540
O 0.511 -2.924 0.432
N -2.124 -2.800 -2.194
N 0.732 -0.105 3.975
N -0.515 1.622 3.584
N 3.997 -0.657 -0.611
N -0.778 3.678 -0.605
C 5.045 -1.136 -0.435
C -1.939 -0.309 -0.390
C -0.160 -0.008 5.027
C -1.166 -0.481 -4.309
C -0.103 -1.405 -4.311
C -1.085 0.689 -3.528
C -1.115 2.763 2.931
C -2.892 -3.640 -1.998
C -1.380 4.669 -0.496
C 6.352 -1.743 -0.241
C 1.040 -1.156 -3.531
C 0.488 0.863 3.031
C -0.949 1.077 4.779
C -3.845 -4.689 -1.703
C 0.046 0.921 -2.723
C 1.716 -1.152 3.824
C 0.237 -2.321 -0.503
C 1.108 -0.003 -2.724
C -2.088 5.935 -0.389
H -3.736 -4.975 -0.648
H 1.848 -1.885 -3.495
H 6.352 -2.353 0.670
H -2.080 -0.692 -4.855
H 2.434 -0.837 3.061
H -2.944 5.832 0.292
H -2.456 6.242 -1.377
H -1.912 1.391 -3.505
H -0.359 3.274 2.328
H -4.863 -4.316 -1.874
H 7.123 -0.969 -0.154
H 1.950 0.140 -2.049
H -0.157 -0.701 5.850
H -1.505 3.440 3.702
H 6.592 -2.386 -1.096
H -1.403 6.705 -0.006
H 2.226 -1.307 4.782
H -1.934 2.453 2.270
H -1.756 1.510 5.346
H 1.248 -2.093 3.511
H -0.194 -2.340 -4.859
H -3.667 -5.563 -2.345
H 0.067 1.787 -2.062
```

## Properties
Highest occupied orbital energy (spin up / spin down)   -20.621 / -20.617 eV
Net charge   +4
E_tot   -98778.1177 eV
Expectation value of S²   2.03
Spin multiplicity   3
F_max   5.716 eV/Å